Here is a 2-piece molecular cluster, C5H12N2O2 overall in a non-equilibrium geometry from the Open Molecules 2025 dataset. Energies are from the ωB97M-V functional and the def2-TZVPD basis.

Results
**SMILES string**: CNC(C)=O.CC(N)=O
**Molar mass**: 132.16 g mol⁻¹
**HOMO-LUMO gap**: 10.25 eV
**Energy relative to the best compared isomer or geometry (same formula, charge and spin)**: 427.88 kJ/mol
**Multiplicity**: 1

Geometry as XYZ:
```
21
Properties=species:S:1:pos:R:3:lowdin_charge:R:1
C -3.2369 -0.7190 0.1500 -0.1459
N -1.9368 -0.4843 -0.3607 -0.0395
C -1.3119 0.6938 -0.2072 -0.5395
C -0.0060 0.7141 -0.9548 -0.0133
O -1.5662 1.4900 0.7042 0.0306
H -3.8125 0.2477 0.4800 0.1145
H -3.8721 -1.2595 -0.6464 0.0945
H -3.2955 -1.4373 1.0415 0.0922
H -1.8561 -0.8836 -1.4921 0.2397
H -0.0510 0.0392 -1.7485 0.0556
H 0.8448 0.3975 -0.3819 -0.0130
H 0.1916 1.6721 -1.5008 0.1191
C 1.8920 -0.6103 1.4515 -0.0020
C 2.0874 -0.3163 -0.1098 -0.7002
N 2.8520 0.8328 -0.2660 0.0590
O 1.7674 -1.1819 -0.9239 0.0148
H 0.9665 -0.9409 1.8324 0.0482
H 2.2557 0.2199 2.1500 0.0831
H 2.6664 -1.4924 1.5230 0.1183
H 2.6641 1.3110 -1.2988 0.1739
H 2.7570 1.7075 0.5584 0.2100
```

---

Here is C5H12N2O2S as an isolated structure in a non-equilibrium geometry from the Open Molecules 2025 dataset. Energies are from the ωB97M-V functional and the def2-TZVPD basis.

Results
**Molar mass**: 164.23 g mol⁻¹
**HOMO-LUMO gap**: 9.53 eV
**Energy relative to the best compared isomer or geometry (same formula, charge and spin)**: 272.90 kJ/mol
**Multiplicity**: 1

Geometry as XYZ:
```
22
Properties=species:S:1:pos:R:3:lowdin_charge:R:1
C 2.0268 -0.6229 -0.7022 -0.0717
C 1.2806 -1.0019 0.6159 -0.1927
C 0.8452 0.0483 -1.4707 -0.2547
C 0.6460 1.0890 1.8160 -0.0693
C -2.8410 0.2776 0.1593 -0.0996
N 0.3381 0.0359 0.8443 -0.2065
N 0.0013 0.6685 -0.5158 -0.1346
O -1.2968 -1.5613 -0.9709 -0.3126
O -1.7375 0.5097 -2.2513 -0.3095
S -1.4933 -0.1236 -0.9865 0.6611
H 2.7690 0.1772 -0.3713 0.1303
H 2.4485 -1.4074 -1.1307 0.0544
H 0.7575 -1.9688 0.3977 0.1253
H 1.9076 -1.0714 1.4019 0.0792
H 0.9551 0.7347 -2.2564 0.1063
H 0.3095 -0.7689 -1.9457 0.0838
H 0.3381 0.8003 2.8188 0.0750
H 1.7075 1.2192 1.7548 0.0592
H 0.2033 2.1179 1.5140 0.1157
H -3.6929 -0.2027 -0.2652 0.0625
H -2.5405 -0.2409 1.0022 0.0205
H -2.9318 1.2916 0.5418 0.0776
```

---

Here is C5H12N2O5 as an isolated structure in a non-equilibrium geometry from the Open Molecules 2025 dataset. Energies are from the ωB97M-V functional and the def2-TZVPD basis.

Results
**Molar mass**: 180.16 g mol⁻¹
**HOMO-LUMO gap**: 10.24 eV
**Net charge**: +2
**Energy relative to the best compared isomer or geometry (same formula, charge and spin)**: 141.60 kJ/mol
**Multiplicity**: 1

Geometry as XYZ:
```
24
Properties=species:S:1:pos:R:3:lowdin_charge:R:1
C -0.4892 1.2659 -0.0024 -0.1908
C 0.7689 1.3865 0.2682 -0.0815
C -0.9037 -0.1981 -0.3565 -0.3541
C 1.4028 -0.3505 -0.2415 -0.4126
C -1.4636 -0.9262 0.8781 -0.1007
N -1.9336 -0.1935 -1.4627 0.2641
N 2.5021 -0.3473 -1.2691 0.2886
O 0.2690 -0.8505 -0.8199 0.0651
O -1.5786 2.1374 0.1129 0.0755
O 1.7130 1.9361 0.9800 0.1517
O 2.0899 -0.8200 0.8263 0.1149
O -0.3891 -1.1304 1.7888 0.0194
H -1.7809 -1.9479 0.4756 0.1760
H -2.2336 -0.3615 1.2294 0.1141
H -2.4235 -1.2078 -1.4510 0.2369
H -1.6857 -0.1447 -2.5283 0.2463
H -2.6577 0.4312 -1.0148 0.1911
H 3.0135 -1.2310 -0.9087 0.2207
H 3.1701 0.4784 -1.3933 0.2285
H 2.1007 -0.6507 -2.1920 0.1959
H -1.7970 2.3575 1.0294 0.1399
H 1.4870 2.4230 1.7922 0.1731
H 1.5984 -0.7181 1.6412 0.1203
H -0.7791 -1.3377 2.6181 0.1176
```

---

Number 1: E_HOMO -9.7 eV. Number 2: E_HOMO -8.8 eV. Number 3: E_HOMO -17.0 eV.